Entry 1:
DFT (ωB97M-V/def2-TZVPD) results for a 7-piece molecular cluster, C24H38F9N6O6P2S overall.

Properties
* Kohn-Sham gap: 0.309 Ha
* relative energy (zero: lowest compared OMol25 entry of this formula, charge and spin): 0.6740 eV
* net charge: +1

```
86
Properties=species:S:1:pos:R:3:forces:R:3:mulliken_charge:R:1
S -2.1997 -0.1822 -1.7284 -1.53 0.92 -0.82 1.353
P -2.6865 -0.6560 0.3530 -0.10 1.04 1.07 0.276
P -2.2990 -2.7523 0.9131 0.25 -3.21 1.41 0.985
F 1.7664 1.7641 -3.4452 0.23 -0.01 -0.66 -0.314
F 2.6531 -0.7668 -1.7370 -0.26 -1.02 0.05 -0.253
F 1.0630 -0.8461 -3.8710 1.09 -0.65 0.05 -0.285
F 2.1711 0.7880 -0.3055 -0.55 -0.51 0.83 -0.186
F 0.1089 -1.1332 -0.9605 0.29 0.62 0.46 -0.083
F -0.7279 -2.0308 -2.6964 -0.37 -0.64 -0.49 -0.272
F 3.5399 1.1496 -1.8792 0.10 0.25 -0.44 -0.310
F 0.5206 1.9213 -1.7322 -0.81 -0.19 0.54 -0.211
F -0.4808 0.5793 -3.9645 -0.65 0.45 0.14 -0.303
O -1.5528 -2.8352 2.3231 0.42 0.57 -1.58 -0.486
O -3.1337 -0.8878 -2.5227 -0.22 -1.36 -0.26 -0.650
O -1.4451 -3.5534 -0.1817 0.56 1.32 0.84 -0.537
O 1.1686 0.7345 3.5946 -0.36 -0.63 0.02 -0.311
O -2.2978 1.2356 -1.8177 1.08 0.66 0.67 -0.571
O -3.5859 -3.3853 1.0684 -1.74 0.73 -0.50 -0.621
N 2.7506 2.5075 5.4377 -0.06 0.05 0.04 -0.523
N 3.7199 -3.0975 -11.2966 0.05 0.02 0.02 -0.347
N -1.2111 -1.0664 -9.1782 0.01 -0.04 -0.01 -0.400
N 1.0003 -2.6327 1.6295 0.45 -0.54 -0.19 -0.393
N 1.1153 -1.6997 6.0519 0.05 -0.03 -0.16 -0.399
N 5.5217 2.4730 2.9874 0.04 0.02 -0.08 -0.396
C 2.4171 0.5093 -1.5730 0.44 1.19 -0.43 0.742
C -4.5015 -0.4006 0.4899 -0.86 0.07 0.27 -0.838
C 4.5157 0.6150 5.1804 0.21 -0.50 0.02 -0.782
C -4.6037 2.1856 0.7418 -0.70 1.28 0.04 1.687
C -5.7130 2.6837 -0.2455 0.98 -0.44 0.23 -1.459
C 2.6078 -3.0514 -11.0198 -0.10 -0.04 0.01 0.293
C -0.3561 0.1964 1.8202 -0.46 0.02 0.56 1.592
C -1.7845 0.6010 1.3364 1.01 -0.14 0.01 -1.041
C 0.3584 -0.0351 -3.1171 -1.03 0.88 0.41 0.622
C 1.1962 -2.9945 -10.6658 -0.35 0.04 0.07 -0.642
C 1.4987 -1.1352 6.9741 0.02 0.07 0.07 0.403
C 1.9854 -0.4183 8.1439 0.12 0.17 0.35 -0.814
C -0.5048 -0.8712 -2.1245 0.18 -0.60 -0.12 0.329
C -0.4267 0.1059 -6.9912 0.13 0.21 0.30 -0.538
C 3.4415 -2.4825 2.4976 0.47 0.06 0.20 -0.889
C -4.3853 3.2410 1.8849 0.57 -1.23 -0.47 -1.373
C -0.8658 -0.5503 -8.2142 0.02 0.06 0.07 0.249
C 2.0793 -2.5713 2.0119 0.16 0.05 0.11 0.324
C 1.2257 1.0610 -2.4526 1.33 -0.19 -0.38 0.494
C 3.5274 1.6718 5.3242 0.11 0.00 -0.03 0.510
C 4.7777 2.2627 0.5007 0.24 0.16 -0.23 -0.123
C -4.9191 0.8069 1.3529 0.58 0.67 -0.07 -1.411
C -0.1649 0.2911 3.3716 -0.06 0.93 -1.23 -0.803
C 5.1990 2.3878 1.8899 0.02 0.05 -0.12 0.268
H -4.4862 0.7868 2.3609 0.05 -0.42 -0.21 0.458
H 4.7784 0.4646 4.1338 -0.08 0.19 0.08 0.186
H 3.7654 1.9000 0.4382 -0.11 0.02 0.26 -0.411
H 1.1741 1.6338 3.2435 0.42 0.03 0.39 0.240
H 2.1887 -1.1012 8.9681 -0.06 -0.12 -0.11 0.336
H 5.4321 0.8562 5.7177 -0.05 0.15 -0.03 0.367
H 4.1400 -0.3322 5.5703 -0.17 0.09 0.09 0.273
H -1.6661 1.4645 0.6688 -0.33 -0.19 -0.01 0.521
H -0.2976 -0.6111 -6.1834 -0.06 -0.15 -0.15 0.087
H -6.0014 0.7368 1.5160 0.15 -0.13 -0.13 0.627
H -5.4055 2.4296 -1.2656 -0.42 -0.06 0.04 0.329
H 0.5720 -3.4204 -11.4502 0.13 -0.01 -0.07 0.278
H -4.9299 -1.2997 0.9553 0.52 -0.16 -0.27 0.630
H -0.5465 -3.7015 0.1709 0.07 -0.02 -0.54 0.420
H -4.9911 -0.3157 -0.4887 0.47 -0.10 -0.09 0.524
H -6.6825 2.2422 -0.0029 0.02 0.21 -0.15 0.311
H 4.0776 -1.9516 1.7897 -0.15 0.01 -0.11 0.304
H 0.3363 0.9206 1.3835 0.00 -0.31 -0.07 0.108
H 3.4814 -1.9501 3.4480 -0.26 0.03 -0.01 0.031
H 0.9943 -3.5483 -9.7496 0.14 -0.03 -0.01 0.247
H 3.8684 -3.4731 2.6514 -0.17 -0.07 -0.07 0.385
H 2.9071 0.1188 7.9228 -0.04 -0.02 -0.15 0.230
H 0.8667 -1.9693 -10.5075 0.10 0.02 -0.04 0.161
H -3.6732 2.1890 0.1620 -0.12 -0.35 0.06 -0.385
H -0.6018 -3.0664 2.1597 -0.13 0.56 0.62 0.400
H 5.4143 1.5670 -0.0450 0.10 0.01 0.14 0.310
H -5.7512 3.7723 -0.1863 -0.26 -0.14 -0.12 0.422
H 0.5264 0.6145 -7.1352 -0.02 -0.05 -0.16 0.314
H -0.0624 -0.8166 1.5424 -0.05 0.46 -0.32 -1.185
H -2.3532 0.9642 2.1973 -0.38 -0.38 -0.27 0.316
H -0.8405 1.0720 3.7560 -0.13 -0.43 0.15 0.316
H -3.3009 3.2769 2.0606 -0.24 0.20 0.29 0.290
H -4.7114 4.2384 1.5982 -0.11 -0.10 0.20 0.396
H 4.8175 3.2200 -0.0187 0.08 0.05 0.15 0.362
H 1.2548 0.3111 8.4903 -0.07 -0.03 -0.14 0.277
H -0.3699 -0.6759 3.8308 0.32 0.20 0.29 0.364
H -1.1495 0.8503 -6.6590 -0.09 -0.05 -0.15 0.293
H -4.8585 2.8674 2.7974 -0.12 0.54 -0.01 0.308
```
Positions in Å, forces in eV/Å.



Entry 2:
DFT (ωB97M-V/def2-TZVPD) results for C24H38FO17S as an isolated structure.

Properties
* Kohn-Sham gap: 0.326 Ha
* relative energy (zero: lowest compared OMol25 entry of this formula, charge and spin): 2.1940 eV
* net charge: -1

```
81
Properties=species:S:1:pos:R:3:forces:R:3:mulliken_charge:R:1
S 3.8686 -0.0786 -3.3333 1.66 1.95 0.22 1.283
F -0.8063 -0.4760 -0.3510 0.11 0.09 0.06 -0.780
O -3.3322 2.0525 2.1814 0.04 -1.01 -0.22 -0.447
O -2.8227 0.3808 -6.0442 0.22 0.78 2.79 -0.613
O 1.1625 3.5052 0.9696 -0.20 1.40 4.13 -0.385
O 0.3240 5.4078 0.2067 -0.25 1.56 0.10 -0.590
O 0.7273 -4.3285 4.8742 1.63 3.01 -2.93 -0.654
O 4.1974 1.2921 -3.4483 0.00 2.29 -0.26 -0.687
O 2.3385 -3.7845 3.4265 4.73 -0.40 -2.40 -0.374
O 1.5565 4.0311 -1.0075 0.32 1.90 -3.62 -0.386
O -1.2597 0.9127 -4.5000 0.89 0.55 -1.52 -0.384
O -2.9051 -4.4469 -0.1416 1.41 -2.95 0.39 -0.381
O -3.8269 3.8651 3.3765 -2.22 2.17 0.42 -0.553
O 4.4869 -0.9759 -4.2059 1.88 -2.60 -2.10 -0.720
O -3.2430 0.5033 -3.7769 -3.80 -0.77 -3.83 -0.357
O -4.4322 -3.0371 -0.4819 -3.75 2.93 -1.27 -0.404
O -1.8542 2.9455 3.5544 0.07 1.41 -0.55 -0.442
O -4.6982 -5.0593 -1.2943 0.92 1.02 0.72 -0.667
O 0.4610 -2.7931 3.1416 -1.09 -0.66 2.14 -0.434
C 2.3297 2.9566 -0.7401 4.18 -3.01 -3.43 1.345
C 3.1467 -1.5626 -1.5532 2.13 0.09 2.87 -1.010
C -2.4695 -3.3208 0.4901 4.96 0.92 0.28 0.185
C -3.0735 3.0493 3.0328 0.75 -1.39 0.09 0.470
C -1.2245 1.8176 3.0255 2.18 -0.56 1.45 1.592
C 1.8388 2.3776 0.4912 -2.45 -2.64 3.56 0.636
C 1.0210 4.4681 0.0633 -2.07 -0.74 1.86 0.572
C 1.1385 -2.3196 2.0127 2.17 -0.42 0.87 0.616
C -2.5136 0.6202 -4.8831 0.01 -1.25 -1.91 0.546
C 2.2083 -0.3893 -3.4960 -5.94 -0.40 -1.00 -0.430
C 2.5800 -3.0018 2.1482 -2.32 2.75 5.02 -0.459
C -1.2038 1.2288 -3.1633 -2.41 1.34 4.19 1.608
C -3.7293 -2.4241 0.4820 4.40 2.32 2.51 1.211
C -1.0980 0.9912 4.2569 2.77 -3.53 2.61 -1.652
C 4.3183 -0.5690 -1.6663 0.88 0.64 -1.16 -0.465
C 1.8693 -1.0625 -2.1190 0.65 2.32 0.37 0.280
C -2.1394 1.2317 2.0252 0.96 7.71 -4.12 0.136
C -4.0503 -4.2284 -0.6705 -2.42 -4.91 -3.08 0.588
C -1.1784 2.7833 -2.8102 8.79 -7.15 6.91 -1.818
C 1.1727 -0.8324 2.0749 3.37 -2.94 -7.30 -0.397
C 1.1985 -3.6409 3.9275 -5.28 -2.16 2.35 0.603
C -4.4658 -2.3782 1.8448 -0.60 2.62 -2.34 -1.464
C 3.8277 3.3991 -0.6755 -3.45 0.00 -0.57 -1.871
C -2.6035 0.6940 -2.6250 1.08 0.39 3.43 -0.147
H 1.5173 0.5106 -3.7177 1.67 -0.79 0.88 0.222
H 3.1092 -1.8559 -0.5140 -0.58 -0.25 0.41 -0.015
H -3.2544 -1.5055 0.1356 -0.96 0.71 0.00 -0.150
H -1.5102 3.3502 -3.4079 -6.02 7.04 -8.74 0.972
H 1.1599 -1.7935 -2.2501 -1.52 -1.91 -0.25 0.755
H -0.5801 0.5298 -2.6063 1.03 0.82 -0.13 -0.424
H -1.5379 3.0921 -1.8091 0.48 -0.74 -0.42 0.275
H -0.7694 -0.1727 4.3450 -0.66 2.59 -1.25 0.075
H 0.6062 -2.6945 1.1922 -0.53 -0.40 -1.53 -0.052
H 3.4333 -2.3415 2.4370 -0.80 -0.35 -0.73 0.251
H -0.2261 2.1552 2.7081 -0.43 -0.38 -0.49 -0.186
H -2.4927 -0.2423 -2.0562 0.34 0.02 -0.40 -0.034
H 0.8792 1.7333 0.3364 2.28 -0.28 -0.10 -0.482
H -0.0547 3.1973 -3.0121 -1.96 -1.12 1.28 0.148
H -5.5232 -2.0469 1.6381 1.16 1.38 0.45 0.342
H 1.4212 -0.4266 -1.3155 0.01 0.18 -1.02 -0.546
H 1.8554 -0.6122 1.0592 -2.11 0.32 2.72 -0.449
H 4.2782 0.2920 -1.0046 -0.14 0.14 -0.03 0.034
H 4.4545 2.6166 -0.5295 1.87 -2.52 0.33 0.345
H 2.1039 2.2232 -1.5187 0.61 0.14 -0.41 -0.206
H -1.9596 1.0099 4.8685 -1.55 0.06 0.15 0.525
H -4.8160 -3.3121 1.8978 -0.30 -4.48 1.43 0.616
H 0.2269 -0.5459 2.0718 -3.93 2.11 -0.55 -0.481
H 2.5565 1.8635 1.3935 -1.70 1.67 -2.89 0.011
H -1.7925 1.3881 0.9485 -0.28 -0.38 1.35 -0.331
H -1.3641 -3.0998 -0.0244 -3.25 0.93 0.31 -0.450
H -2.2514 0.2963 2.1416 -1.61 -6.82 1.00 0.349
H -3.2728 1.2884 -1.8953 1.40 -0.04 -1.35 0.131
H 2.7286 -3.6138 1.3752 1.07 -2.68 -2.67 0.515
H -0.3804 1.4498 4.9661 -0.02 0.05 -0.57 0.388
H 5.4979 -0.8810 -1.7945 -3.31 0.18 0.47 0.400
H 3.7790 3.9521 0.1876 0.62 1.70 2.29 0.667
H 1.6655 -0.6903 2.8947 3.03 1.89 4.86 1.260
H 1.7383 -1.0550 -4.4288 2.39 1.18 2.36 0.350
H -1.9774 -3.5747 1.4166 -0.98 -0.20 1.13 0.259
H -3.9290 -1.9848 2.7206 -0.43 -0.15 -0.59 0.299
H 4.1646 4.0070 -1.4581 0.14 0.70 -1.38 0.320
H 3.6743 -2.3106 -2.0098 0.03 -2.99 -1.69 0.594
```
Positions in Å, forces in eV/Å.



Entry 3:
DFT (ωB97M-V/def2-TZVPD) results for C24H38GeMoN2O4 as an isolated structure.

Properties
* Kohn-Sham gap (spin up / spin down): 0.260 / 0.253 Ha
* 2S+1: 2
* net charge: +1
* expectation value of S²: 0.76

```
70
Properties=species:S:1:pos:R:3:forces:R:3:nbo_charge:R:1
Mo -0.1859 -0.1984 0.1602 -0.37 -1.24 -0.04 1.900
Ge -0.8751 2.2112 1.8008 -0.10 -0.27 -0.52 1.431
O 0.5743 2.2507 0.7117 0.41 0.43 0.64 -1.005
O 1.4212 -0.1287 -0.1923 0.09 0.45 -0.60 -0.512
O -1.6406 1.3486 0.1243 0.47 0.19 0.20 -0.924
O -0.2797 0.1005 2.0533 -0.84 0.48 0.43 -0.800
N 0.2577 -2.2559 0.0900 0.03 -0.04 0.22 -0.552
N -2.0976 -1.3800 -0.2664 -0.05 0.12 -0.25 -0.589
C -1.9665 -2.6783 -0.3823 0.08 0.13 0.07 0.180
C 2.8843 1.9197 1.4488 0.06 0.08 0.01 -0.635
C -1.8342 -1.6774 2.8111 0.01 0.03 0.11 -0.645
C -0.6970 -3.2107 -0.1707 -0.05 0.01 -0.12 0.018
C -1.8180 2.1930 -1.0818 -0.23 -0.08 -0.02 0.291
C -4.2467 -1.2773 -1.5534 0.01 -0.11 -0.01 -0.079
C 0.5109 -1.4593 3.6860 -0.02 0.00 -0.06 -0.633
C -3.5001 -0.9236 -0.2880 -0.01 -0.02 0.09 -0.262
C 1.4344 -2.9050 0.2126 0.05 -0.03 -0.01 0.038
C -5.6007 -1.5854 -1.4833 -0.02 0.07 0.00 -0.152
C -1.6516 3.6704 -0.7468 0.01 0.02 -0.06 -0.661
C 2.2571 3.6949 -0.1722 -0.07 -0.01 -0.03 -0.625
C -3.6183 -1.2954 -2.7957 0.04 -0.07 -0.02 -0.232
C 1.5635 3.9027 2.2192 0.04 0.04 0.06 -0.652
C -0.1082 -4.4756 -0.2042 -0.03 0.03 0.02 -0.180
C 1.2490 -4.2767 0.0519 0.01 0.03 -0.01 -0.306
C -4.3338 -1.5923 -3.9460 -0.02 0.00 0.00 -0.196
C -6.3211 -1.8772 -2.6330 0.00 0.00 0.01 -0.210
C -0.7302 -0.7177 3.2152 0.36 -0.17 -0.08 0.285
C -5.6896 -1.8785 -3.8675 0.01 0.00 -0.01 -0.201
C -3.2398 1.9932 -1.5915 0.03 0.12 -0.11 -0.641
C -1.2290 0.2459 4.2756 0.03 -0.02 0.11 -0.639
C -0.8072 1.7189 -2.1149 -0.01 0.00 -0.05 -0.652
C 1.8145 2.9343 1.0716 0.01 -0.05 -0.20 0.277
H -0.4699 0.9852 4.5383 0.00 0.01 -0.03 0.222
H -2.7091 -1.1486 2.4258 0.09 0.01 0.03 0.213
H 0.2766 -2.0751 4.5544 -0.01 0.01 0.00 0.231
H 2.3473 -2.3622 0.4010 0.00 -0.01 0.00 0.229
H -2.8314 -3.3050 -0.5853 0.01 -0.01 -0.01 0.221
H -6.0987 -1.5947 -0.5203 0.00 0.00 0.00 0.206
H -1.4542 -0.3252 5.1769 -0.01 0.01 0.00 0.243
H 2.5678 1.2780 2.2735 -0.06 -0.01 -0.03 0.210
H 3.7801 2.4598 1.7596 0.01 -0.03 0.05 0.223
H -1.4846 -2.4011 2.0792 0.02 0.00 0.05 0.224
H 0.8856 -2.1109 2.8953 0.00 -0.01 0.01 0.224
H -3.9658 2.2360 -0.8140 0.00 -0.02 0.00 0.220
H -0.9706 2.2124 -3.0739 0.01 0.01 0.01 0.253
H -6.2479 -2.1132 -4.7637 0.00 0.00 0.00 0.226
H -2.3633 3.9662 0.0296 0.03 0.00 0.02 0.223
H -2.1455 0.7547 3.9727 0.02 0.00 -0.02 0.221
H 1.3221 3.3819 3.1519 -0.03 -0.02 -0.03 0.213
H -2.5544 -1.0956 -2.8691 -0.04 0.00 0.00 0.206
H -0.6108 -5.4082 -0.4046 0.00 0.00 -0.01 0.239
H 0.2160 1.9203 -1.7972 0.00 -0.01 0.01 0.240
H 0.7605 4.6069 1.9824 0.00 -0.02 0.00 0.217
H 2.4635 4.4873 2.4115 0.00 0.00 0.00 0.243
H -2.1410 -2.2314 3.6992 -0.03 0.01 0.01 0.238
H 2.4067 3.0016 -1.0011 -0.01 0.00 0.00 0.218
H 2.0180 -5.0288 0.1050 0.00 0.01 0.00 0.242
H -3.8316 -1.6051 -4.9044 0.00 0.00 0.00 0.223
H -1.8927 4.2608 -1.6312 -0.01 -0.01 0.00 0.243
H 1.5119 4.4358 -0.4640 0.01 0.03 0.00 0.208
H -3.4983 0.1473 -0.1116 -0.05 -0.11 0.00 0.242
H 3.1985 4.2140 0.0085 0.00 -0.01 0.02 0.226
H 3.1485 1.3055 0.5908 -0.03 -0.06 0.07 0.231
H 1.2949 -0.7533 3.9613 0.00 -0.01 0.01 0.221
H -7.3743 -2.1140 -2.5613 0.00 0.00 0.00 0.225
H -3.4222 0.9867 -1.9557 0.04 0.10 -0.01 0.228
H -0.6397 3.9252 -0.4491 0.02 -0.01 0.04 0.232
H -0.9480 0.6426 -2.3141 0.04 0.03 0.03 0.202
H -4.0276 -1.3720 0.5598 0.04 -0.02 0.00 0.203
H -3.4101 2.6714 -2.4288 0.00 0.02 0.01 0.230
```
Positions in Å, forces in eV/Å.



The E results, record by record, are as follows: -3696.6854; -2714.1976; -3492.7665 hartree.